Density functional theory data (ωB97M-V with the def2-TZVPD basis set) for 2 unconnected molecules or ions with the total composition C6H15N2S.

Geometry as XYZ:
```
24
C6H15N2S (ωB97M-V with the def2-TZVPD basis set)
C 0.328 1.848 -1.657
C 0.828 0.890 1.222
C 1.664 -0.991 -0.323
C -0.903 -1.504 1.735
C -1.893 -0.073 0.037
C 0.552 -0.163 0.231
N 0.452 1.427 -2.880
N -0.722 -0.898 0.388
S 0.005 3.135 -0.805
H 1.898 1.029 1.330
H 0.394 0.725 2.206
H 0.431 1.878 0.883
H 2.083 -1.673 0.427
H 2.475 -0.343 -0.646
H 1.347 -1.592 -1.176
H 0.015 -2.002 2.041
H -1.148 -0.726 2.454
H -1.714 -2.230 1.718
H -1.783 0.307 -0.977
H -2.808 -0.660 0.109
H -1.953 0.776 0.716
H 0.748 0.477 -3.068
H 0.371 2.039 -3.687
H -0.667 -1.678 -0.278
```

Values from the calculation:
Net charge: +1
Relative energy (zero: lowest compared OMol25 entry of this formula, charge and spin), kcal/mol: 68.53
Lowest unoccupied orbital energy (alpha / beta), Eh: -0.134 / -0.133
HOMO energy (alpha / beta), eV: -11.8589 / -11.0518
HOMO-LUMO gap (alpha / beta), eV: 8.21 / 7.43


Density functional theory data (ωB97M-V with the def2-TZVPD basis set) for a molecular structure, C53H56AsN2O4PRuS.

Geometry as XYZ:
```
119
C53H56AsN2O4PRuS (ωB97M-V with the def2-TZVPD basis set)
Ru -0.132 0.518 -1.271
O 1.933 0.739 0.110
C 3.148 0.651 -0.682
C 2.778 0.424 -2.170
O 3.622 0.442 -3.027
O 1.503 0.177 -2.410
C 3.944 -0.580 -0.240
C 5.216 -0.789 -0.768
C 5.947 -1.911 -0.411
C 5.422 -2.839 0.481
C 4.163 -2.629 1.016
C 3.427 -1.503 0.658
C 3.921 1.940 -0.425
C 4.523 2.698 -1.423
C 5.203 3.866 -1.094
C 5.294 4.290 0.223
C 4.706 3.531 1.227
C 4.033 2.363 0.904
H 1.872 1.654 0.433
H 5.631 -0.073 -1.466
H 6.933 -2.062 -0.834
H 5.993 -3.719 0.753
H 3.746 -3.335 1.721
H 2.441 -1.360 1.076
H 4.469 2.376 -2.455
H 5.666 4.447 -1.883
H 5.829 5.198 0.470
H 4.785 3.839 2.262
H 3.614 1.754 1.701
C 0.642 5.532 0.727
C -0.720 4.851 0.522
C -1.611 5.726 -0.371
C -1.405 4.633 1.885
C -0.513 3.534 -0.102
C -0.331 2.445 -0.625
H 0.493 6.511 1.189
H 1.158 5.673 -0.225
H 1.282 4.935 1.379
H -1.865 6.648 0.157
H -2.539 5.210 -0.628
H -1.094 5.998 -1.294
H -1.503 5.591 2.401
H -0.822 3.953 2.509
H -2.404 4.206 1.757
N -2.355 -1.380 -4.545
C -1.131 -1.991 -4.734
C -0.377 -1.640 -3.670
N -1.136 -0.836 -2.822
C -2.311 -0.681 -3.409
H -3.115 -1.365 -5.203
H -0.910 -2.595 -5.597
H 0.642 -1.900 -3.445
H -3.133 -0.094 -3.034
C -1.432 -2.570 1.158
C -2.546 -2.805 2.174
As -2.350 -4.422 3.306
C -0.467 -4.138 3.740
C -0.215 -3.155 4.696
C 1.086 -2.860 5.081
C 2.150 -3.560 4.526
C 1.906 -4.542 3.575
C 0.604 -4.825 3.175
C -2.231 -5.789 1.924
C -2.815 -5.626 0.670
C -2.811 -6.663 -0.256
C -2.227 -7.880 0.065
C -1.666 -8.063 1.322
C -1.678 -7.028 2.247
P -1.408 -0.865 0.450
C -3.077 -0.595 -0.226
C -3.833 -1.685 -0.654
C -5.073 -1.493 -1.244
C -5.565 -0.207 -1.432
C -4.807 0.887 -1.034
C -3.567 0.698 -0.437
C -1.318 0.163 1.960
C -2.423 0.760 2.564
C -2.284 1.429 3.771
C -1.044 1.501 4.393
C 0.059 0.898 3.804
C -0.078 0.233 2.594
H -1.476 -3.284 0.334
H -0.448 -2.686 1.617
H -3.523 -2.855 1.694
H -2.602 -1.993 2.899
H -1.041 -2.618 5.153
H 1.269 -2.097 5.829
H 3.165 -3.346 4.840
H 2.731 -5.093 3.139
H 0.432 -5.582 2.421
H -3.301 -4.693 0.412
H -3.270 -6.522 -1.228
H -2.223 -8.689 -0.656
H -1.226 -9.017 1.586
H -1.258 -7.192 3.233
H -3.453 -2.692 -0.539
H -5.653 -2.349 -1.566
H -6.537 -0.059 -1.884
H -5.183 1.892 -1.184
H -2.975 1.557 -0.145
H -3.399 0.701 2.100
H -3.149 1.887 4.233
H -0.943 2.017 5.340
H 1.027 0.939 4.290
H 0.785 -0.236 2.147
O -1.254 1.408 -4.998
S -0.837 2.199 -3.796
C -1.556 3.848 -3.992
C -0.621 4.556 -4.965
C 0.776 4.308 -4.403
C 0.861 2.812 -4.075
H -1.575 4.323 -3.008
H -2.571 3.686 -4.354
H -0.853 5.618 -5.055
H -0.722 4.100 -5.952
H 0.905 4.887 -3.485
H 1.562 4.606 -5.096
H 1.457 2.600 -3.191
H 1.214 2.192 -4.900
```

Values from the calculation:
Net charge: +1
Relative energy (zero: lowest compared OMol25 entry of this formula, charge and spin), kcal/mol: 5.34
Lowest unoccupied orbital energy (alpha / beta), Eh: -0.067 / -0.157
HOMO energy (alpha / beta), eV: -10.1838 / -10.3903
HOMO-LUMO gap (alpha / beta), eV: 8.36 / 6.13
2S+1: 6


Density functional theory data (ωB97M-V with the def2-TZVPD basis set) for a molecular structure, C6H12N2O.

Geometry as XYZ:
```
21
C6H12N2O (ωB97M-V with the def2-TZVPD basis set)
C 2.271 -1.325 0.613
C 1.273 0.865 -0.429
C -0.090 0.765 -0.038
C -0.778 1.905 0.471
C -1.002 -0.312 -0.240
C -2.704 -0.216 -0.143
H 2.920 -2.162 -0.085
H 1.325 -1.699 0.889
H 2.990 -1.027 1.466
H 3.121 0.219 -0.232
H -0.161 2.799 0.565
H -1.742 2.685 -0.082
H -1.035 1.669 1.512
H -3.107 -0.041 0.944
H -3.018 0.485 -0.811
H -3.071 -1.385 -0.428
H 0.320 -1.105 -1.304
H -0.832 -2.490 -0.688
N 2.140 -0.109 -0.295
N -0.572 -1.469 -0.806
O 1.749 1.948 -0.876
```

Values from the calculation:
Net charge: 0
Relative energy (zero: lowest compared OMol25 entry of this formula, charge and spin), kcal/mol: 107.49
Lowest unoccupied orbital energy, Eh: 0.024
HOMO energy, eV: -7.8915
HOMO-LUMO gap, eV: 8.54


Density functional theory data (ωB97M-V with the def2-TZVPD basis set) for a molecular structure, C36H41Cl2GeN4OReS2.

Geometry as XYZ:
```
88
C36H41Cl2GeN4OReS2 (ωB97M-V with the def2-TZVPD basis set)
Re 0.743 0.506 0.500
S 0.448 -1.924 -0.366
C 0.853 -1.872 -2.005
N 1.197 -2.959 -2.658
C 0.957 -3.079 -4.100
C 1.063 -1.765 -4.845
N 0.619 -0.613 -4.057
C 0.153 0.541 -4.850
C -1.135 0.158 -5.546
C -2.227 -0.263 -4.789
C -3.410 -0.621 -5.415
C -3.507 -0.563 -6.800
C -2.425 -0.133 -7.555
C -1.236 0.218 -6.931
C 0.759 -0.593 -2.754
S 0.953 0.892 -1.945
C 1.650 -4.199 -1.999
C 0.663 -5.341 -2.083
C -0.435 -5.385 -1.226
C -1.311 -6.457 -1.267
C -1.086 -7.499 -2.157
C 0.000 -7.456 -3.019
C 0.874 -6.379 -2.983
H -0.035 -3.519 -4.229
H 1.680 -3.783 -4.508
H 0.458 -1.816 -5.748
H 2.096 -1.564 -5.144
H 0.919 0.812 -5.578
H -0.001 1.386 -4.185
H -2.157 -0.302 -3.706
H -4.258 -0.941 -4.825
H -4.427 -0.851 -7.289
H -2.505 -0.070 -8.631
H -0.392 0.554 -7.523
H 1.876 -3.967 -0.959
H 2.574 -4.484 -2.507
H -0.598 -4.586 -0.512
H -2.162 -6.484 -0.599
H -1.750 -8.353 -2.167
H 0.171 -8.263 -3.718
H 1.730 -6.362 -3.649
Cl 1.151 1.259 5.851
C 1.888 0.125 4.804
C 2.797 -0.772 5.378
C 3.529 -1.623 4.603
Cl 4.571 -2.763 5.329
C 3.458 -1.498 3.194
C 4.350 -2.152 2.328
C 4.332 -1.856 0.986
C 3.372 -0.975 0.508
N 2.441 -0.412 1.280
C 2.496 -0.620 2.631
C 1.610 0.136 3.440
O 0.608 0.840 2.810
H 2.924 -0.774 6.452
H 5.069 -2.851 2.735
H 5.048 -2.293 0.306
H 3.353 -0.708 -0.542
C -4.490 4.889 4.093
C -3.712 3.601 3.835
C -2.978 3.673 2.494
C -2.019 2.514 2.236
Ge -0.408 2.543 3.535
C 1.036 3.761 2.899
C 0.757 5.258 3.004
C 0.919 5.801 4.422
C -0.053 5.159 5.410
H -5.019 4.843 5.043
H -5.224 5.066 3.307
H -3.817 5.748 4.124
H -4.398 2.752 3.833
H -3.005 3.447 4.653
H -2.437 4.624 2.429
H -3.735 3.678 1.700
H -1.881 3.289 0.250
H -2.496 1.554 2.450
H -1.210 2.219 4.792
H 1.155 3.438 1.858
H 1.938 3.490 3.451
H -0.246 5.498 2.640
H 1.462 5.762 2.338
H 0.749 6.878 4.394
H 1.948 5.649 4.756
H -1.066 5.121 4.989
H -0.106 5.729 6.336
H 0.260 4.146 5.680
N -1.571 2.522 0.845
C -0.730 1.662 0.439
```

Values from the calculation:
Net charge: +3
Relative energy (zero: lowest compared OMol25 entry of this formula, charge and spin), kcal/mol: 45.28
Lowest unoccupied orbital energy (alpha / beta), Eh: -0.374 / -0.368
HOMO energy (alpha / beta), eV: -15.7199 / -15.7195
HOMO-LUMO gap (alpha / beta), eV: 5.56 / 5.71
2S+1: 2


Density functional theory data (ωB97M-V with the def2-TZVPD basis set) for a molecular structure, C10H25ClIN2P2Y.

Geometry as XYZ:
```
42
C10H25ClIN2P2Y (ωB97M-V with the def2-TZVPD basis set)
C 5.653 0.656 0.179
I 3.375 0.277 0.425
H 5.833 0.724 -0.899
H 6.184 -0.192 0.633
H 5.875 1.598 0.696
Y 0.323 0.063 0.150
P 0.498 -2.498 -0.838
C 0.856 -3.543 0.638
C -0.950 -3.237 -1.707
H -0.814 -4.281 -2.047
H 2.151 -3.691 -2.303
H -1.166 -2.612 -2.590
H 1.753 -2.039 -2.865
H 0.010 -3.479 1.340
H -1.835 -3.205 -1.048
C 1.940 -2.658 -1.973
H 1.042 -4.600 0.406
H 2.842 -2.264 -1.476
H 1.746 -3.129 1.135
P -0.466 2.699 -0.114
C -0.432 3.417 1.584
C 0.753 3.662 -1.111
H -2.139 2.688 -1.869
H -2.347 4.176 -0.894
H -2.924 2.605 -0.265
C -2.118 3.096 -0.842
H 0.754 3.270 -2.141
H 0.558 4.747 -1.152
H -0.632 4.495 1.616
H 0.571 3.232 1.999
H 1.761 3.512 -0.689
H -1.167 2.903 2.224
Cl -0.240 0.305 -2.299
N -2.711 0.422 1.613
C -3.725 -0.192 2.242
C -3.509 -1.564 2.087
C -2.349 -1.697 1.337
N -1.815 -0.455 1.078
H -2.616 1.434 1.504
H -4.507 0.334 2.776
H -4.118 -2.361 2.484
H -1.899 -2.619 0.976
```

Values from the calculation:
Net charge: +2
Lowest unoccupied orbital energy, Eh: -0.275
HOMO energy, eV: -14.9604
HOMO-LUMO gap, eV: 7.48


Density functional theory data (ωB97M-V with the def2-TZVPD basis set) for C4H5ClOS in the gas phase.

Geometry as XYZ:
```
12
C4H5ClOS (ωB97M-V with the def2-TZVPD basis set)
C 1.635 0.947 -0.253
C 0.691 0.091 0.022
C -2.043 -0.258 0.026
C 1.351 -0.056 -1.282
O -0.412 -1.876 1.323
S -0.741 -0.514 1.031
Cl -0.291 0.793 2.792
H 2.146 1.829 0.114
H -2.941 -0.899 0.194
H -2.019 0.689 -0.320
H 0.757 0.239 -2.162
H 1.867 -0.986 -1.487
```

Values from the calculation:
Net charge: 0
Relative energy (zero: lowest compared OMol25 entry of this formula, charge and spin), kcal/mol: 130.13
Lowest unoccupied orbital energy (alpha / beta), Eh: -0.033 / -0.033
HOMO energy (alpha / beta), eV: -9.2986 / -9.2982
HOMO-LUMO gap (alpha / beta), eV: 8.39 / 8.39
SMILES: C=[S@](=O)(Cl)C1=CC1


Number 1: energy -744.962484 a.u.. Number 2: energy -5533.586665 a.u.. Number 3: energy -420.412599 a.u.. Number 4: energy -5561.661084 a.u.. Number 5: energy -1984.011584 a.u.. Number 6: energy -1088.811307 a.u..